91
Properties=species:S:1:pos:R:3:forces:R:3 method="wB97M-V/def2-TZVPD" s2=3.78 de_lowest_kj_mol=15.90 multiplicity=4 orbital_gap_ev="6.51 / 7.01"
V -0.037514 -0.423365 0.051578 1.13 -0.75 0.36
C 2.274229 1.585581 2.427295 -0.01 0.01 -0.01
O 1.100443 1.398082 1.635620 -0.26 -0.04 0.04
C 0.314502 2.503209 1.434681 0.10 0.07 0.02
C 0.723118 3.801018 1.718770 -0.02 -0.02 -0.02
C -0.132891 4.863329 1.464450 0.00 0.02 0.00
C -1.395981 4.641868 0.937533 0.00 0.01 -0.01
C -1.810192 3.347168 0.673845 0.02 0.03 -0.01
C -0.963540 2.279425 0.920293 -0.07 -0.14 -0.08
N -1.347917 0.920255 0.709071 -0.81 0.74 0.37
N -2.590746 0.722668 0.909928 0.12 -0.04 0.06
C -3.080327 -0.546451 0.965064 -0.14 0.04 -0.04
C -2.288625 -1.695189 1.243984 0.07 -0.02 0.06
O -1.009722 -1.699084 1.273640 -0.23 0.13 0.03
C -2.978075 -2.925021 1.547426 0.02 0.00 -0.01
C -4.320625 -3.020579 1.477634 -0.01 0.03 0.00
C -5.142019 -1.892549 1.142781 0.00 -0.08 0.01
C -6.540022 -2.012274 1.057504 0.00 0.02 -0.01
C -7.322293 -0.926950 0.751654 0.02 0.00 0.00
C -6.710747 0.314191 0.524489 -0.02 0.01 0.00
C -5.345364 0.451283 0.596706 0.02 -0.01 0.00
C -4.525349 -0.650903 0.910101 0.02 0.03 0.00
H 1.999659 1.887983 3.439783 -0.01 0.00 0.01
H 2.932810 2.325945 1.976425 -0.05 -0.03 0.04
H 2.788100 0.632184 2.439915 0.00 -0.01 0.02
H 1.698357 3.993626 2.139079 0.00 0.00 0.00
H 0.196663 5.869922 1.686439 0.00 0.00 0.00
H -2.061060 5.473798 0.745275 0.00 0.00 0.00
H -2.794320 3.140926 0.278513 -0.01 0.00 -0.01
H -2.352673 -3.773829 1.791454 0.00 0.00 0.00
H -4.809305 -3.968036 1.675290 0.00 0.00 0.00
H -6.990696 -2.980746 1.240756 0.00 0.00 0.00
H -8.397823 -1.025090 0.688605 0.00 0.00 0.00
H -7.322707 1.177274 0.291880 0.00 0.00 0.00
H -4.881786 1.412373 0.421574 0.00 0.00 0.00
F 0.139387 -5.222219 -2.346646 0.00 -0.02 0.03
C -0.071857 -4.352746 -3.344192 -0.01 0.03 0.04
F -0.717795 -5.030600 -4.316763 -0.03 -0.01 -0.02
F 1.127391 -4.018149 -3.846206 0.03 0.02 -0.02
C -0.860844 -3.150838 -2.902165 0.02 -0.02 -0.03
C -2.090641 -2.888583 -3.465022 -0.03 0.00 -0.04
C -2.821984 -1.771387 -3.069267 0.04 0.02 0.02
C -2.272046 -0.953932 -2.109477 0.03 0.00 0.04
N -1.086416 -1.206491 -1.550659 -0.23 -0.14 -0.32
C -0.355432 -2.283541 -1.910766 0.08 0.00 -0.05
S 1.148082 -2.429422 -1.074430 -0.04 0.01 0.00
H -2.483191 -3.557663 -4.218105 0.00 0.00 0.00
H -3.790651 -1.551274 -3.493231 -0.02 -0.02 -0.01
H -2.772510 -0.061592 -1.754231 -0.02 -0.02 -0.01
C 4.395669 -3.998925 3.403008 0.02 0.02 0.02
Sb 2.909908 -3.497691 1.913743 -0.02 -0.01 -0.08
C 2.041106 -1.977525 3.145961 -0.04 0.01 0.04
C 4.281197 -2.297951 0.691012 0.10 0.04 -0.04
C 4.615163 -0.871305 1.025782 -0.01 -0.04 0.06
C 5.234545 -0.624484 2.257267 -0.05 0.01 -0.01
C 5.683846 0.629644 2.628927 0.00 0.03 -0.03
C 5.544851 1.688672 1.741242 0.06 -0.03 0.00
C 4.938345 1.465880 0.519471 0.05 -0.01 -0.06
C 4.446307 0.211865 0.140551 0.00 -0.04 0.02
C 3.827532 0.092026 -1.219602 0.04 -0.01 -0.07
Sb 1.819647 0.855407 -1.486922 0.20 0.17 -0.25
C 2.299448 2.938523 -1.494058 0.04 0.05 -0.02
C 1.830964 0.502789 -3.583952 -0.03 -0.03 -0.05
H 5.305263 -4.347960 2.913220 0.00 -0.01 0.01
H 4.020843 -4.801322 4.037681 -0.02 0.00 -0.01
H 4.633264 -3.141727 4.032591 0.00 -0.02 0.01
H 2.792087 -1.250168 3.448288 0.03 0.02 0.01
H 1.661912 -2.478068 4.038278 -0.02 0.01 0.00
H 1.201582 -1.488332 2.655063 -0.01 0.01 -0.03
H 3.959527 -2.420748 -0.339774 -0.08 0.00 0.03
H 5.196273 -2.887823 0.800331 0.01 -0.01 -0.07
H 5.385769 -1.460817 2.928482 0.00 0.00 0.01
H 6.163119 0.772204 3.589066 0.00 0.00 0.00
H 5.919063 2.673367 1.991745 0.00 0.00 0.01
H 4.854300 2.284825 -0.186801 -0.01 0.00 0.00
H 3.775764 -0.936086 -1.570392 -0.02 0.02 -0.03
H 4.410656 0.660990 -1.947593 0.04 -0.02 0.03
H 3.015749 3.156012 -2.286541 0.01 0.01 0.01
H 2.725209 3.222698 -0.531875 -0.02 0.01 0.00
H 1.386654 3.510057 -1.657140 -0.01 -0.01 -0.01
H 2.726387 0.940749 -4.024083 0.00 0.00 0.00
H 0.946432 0.930343 -4.051857 -0.01 0.00 0.00
H 1.835732 -0.575862 -3.741450 0.00 0.00 0.00
N -3.032933 4.305037 -2.519760 0.02 0.01 0.03
C -2.806229 3.041802 -2.941183 -0.03 -0.03 0.04
N -3.898326 2.347351 -3.323250 0.00 0.00 -0.02
S -1.280693 2.372581 -2.965499 0.02 0.02 0.00
H -3.904980 4.774117 -2.694059 0.00 0.00 0.00
H -2.226361 4.858767 -2.291283 0.00 0.00 0.00
H -4.832677 2.698632 -3.207250 0.00 0.00 0.01
H -3.768992 1.398862 -3.625250 0.02 0.00 -0.01